Density functional theory data (the ωB97M-V functional and the def2-TZVPD basis) for a 10-piece molecular cluster, C32H96N9O10P3S7 overall.

LUMO = 0.0017 Eh
energy relative to the best compared isomer or geometry (same formula, charge and spin) = 77.4 kcal per mole
electronic energy = -6333.19270 Eh
E_HOMO = -8.0 eV
Kohn-Sham gap = 0.2948 hartree

ORCA input file:
```
! RIJCOSX wB97M-V def2-TZVPD def2/J DEFGRID3
* xyz 0 1
O -3.236 0.213 -0.827
P -4.189 1.099 -0.138
N -5.032 0.389 1.147
C -4.157 -0.236 2.180
C -6.209 -0.382 0.876
N -5.397 1.720 -1.277
C -6.637 2.378 -0.862
C -5.301 1.607 -2.767
N -3.496 2.571 0.417
C -2.042 2.738 0.531
C -4.221 3.634 1.144
H -3.447 0.501 2.555
H -3.661 -1.106 1.751
H -4.742 -0.654 2.998
H -6.943 0.097 0.228
H -6.798 -0.592 1.769
H -5.919 -1.349 0.466
H -6.487 2.657 0.181
H -6.706 3.317 -1.411
H -7.542 1.772 -0.894
H -6.288 1.402 -3.180
H -4.981 2.576 -3.151
H -4.630 0.825 -3.122
H -1.715 1.975 1.237
H -1.573 2.432 -0.404
H -1.781 3.774 0.745
H -4.720 3.210 2.016
H -4.920 4.121 0.464
H -3.630 4.437 1.586
O 7.132 1.326 0.923
P 5.749 0.780 0.697
N 4.835 0.631 2.139
C 5.472 -0.171 3.198
C 4.089 1.790 2.722
N 5.695 -0.747 0.044
C 4.539 -1.652 0.128
C 6.578 -1.067 -1.116
N 4.825 1.802 -0.365
C 3.320 1.563 -0.640
C 5.475 2.742 -1.322
H 4.783 -0.089 4.038
H 6.456 0.217 3.461
H 5.556 -1.193 2.826
H 4.716 2.529 3.221
H 3.308 1.461 3.408
H 3.514 2.275 1.934
H 4.287 -1.918 1.155
H 3.718 -1.246 -0.461
H 4.731 -2.559 -0.446
H 6.071 -1.229 -2.067
H 7.405 -0.363 -1.201
H 7.172 -1.969 -0.972
H 3.012 0.704 -0.045
H 2.685 2.419 -0.410
H 3.204 1.356 -1.704
H 6.414 3.105 -0.903
H 4.887 3.588 -1.678
H 5.665 2.186 -2.240
O -1.948 -0.370 5.545
P -1.230 0.934 5.684
N -0.039 0.940 6.964
C 0.728 2.155 7.333
C 0.075 -0.325 7.799
N -2.302 2.211 6.057
C -3.263 2.569 5.004
C -2.972 2.146 7.347
N -0.244 1.407 4.385
C 0.659 0.398 3.801
C -0.049 2.774 4.037
H 0.167 2.745 8.057
H 0.948 2.685 6.406
H 1.701 1.875 7.737
H 0.407 -1.165 7.189
H -0.899 -0.578 8.219
H 0.767 -0.083 8.605
H -2.773 2.530 4.031
H -4.173 1.970 5.006
H -3.555 3.620 4.998
H -3.456 3.083 7.621
H -3.795 1.431 7.320
H -2.336 1.755 8.141
H 0.503 -0.621 4.155
H 0.710 0.457 2.714
H 1.630 0.626 4.242
H -0.437 3.072 3.063
H 1.010 3.031 4.076
H -0.391 3.514 4.761
C 1.818 -3.671 3.611
S 2.410 -3.881 1.874
O 3.523 -4.868 2.068
C 1.069 -4.829 1.008
H 2.506 -3.082 4.217
H 1.792 -4.652 4.085
H 0.883 -3.110 3.593
H 0.097 -4.410 1.268
H 1.051 -5.883 1.282
H 1.210 -4.832 -0.073
C -1.751 1.001 -4.626
S -1.586 0.277 -6.346
O -2.984 0.307 -7.027
C -0.644 1.625 -7.107
H -2.407 0.404 -3.992
H -2.215 1.987 -4.656
H -0.884 1.159 -3.984
H 0.363 1.898 -6.791
H -1.286 2.506 -7.126
H -0.517 1.262 -8.127
C 4.023 -0.486 -4.293
S 3.657 -1.273 -5.955
O 5.014 -1.519 -6.596
C 3.365 -2.928 -5.239
H 3.062 -0.449 -3.779
H 4.429 0.513 -4.450
H 4.608 -1.079 -3.591
H 4.264 -3.403 -4.845
H 2.959 -3.502 -6.072
H 2.624 -2.869 -4.442
C -1.663 -5.670 -0.619
S -2.919 -5.559 0.705
O -2.265 -4.916 1.949
C -3.957 -4.211 0.006
H -0.835 -6.311 -0.314
H -1.398 -4.654 -0.910
H -2.023 -6.209 -1.495
H -4.511 -4.621 -0.838
H -3.448 -3.332 -0.390
H -4.652 -3.829 0.754
C -0.408 -4.399 -3.810
S -0.824 -2.862 -4.651
O 0.479 -2.044 -4.542
C -0.838 -3.335 -6.408
H -0.514 -4.379 -2.725
H 0.629 -4.569 -4.100
H -0.957 -5.265 -4.179
H -1.111 -4.384 -6.529
H 0.112 -3.171 -6.916
H -1.497 -2.767 -7.065
C -0.581 -1.846 0.433
S 0.968 -1.527 -0.584
O 1.160 -2.791 -1.395
C 0.100 -0.561 -1.849
H -1.168 -2.720 0.148
H -1.293 -1.025 0.350
H -0.283 -1.967 1.475
H -0.526 -1.316 -2.324
H 0.782 -0.212 -2.625
H -0.381 0.262 -1.321
C -0.371 4.218 -3.721
S 1.464 3.869 -3.417
O 1.581 2.360 -3.510
C 2.025 4.527 -5.037
H -1.050 3.708 -3.038
H -0.554 3.899 -4.748
H -0.593 5.276 -3.589
H 1.985 5.615 -5.002
H 1.460 4.039 -5.831
H 3.084 4.281 -5.109
*
```

---

Density functional theory data (the ωB97M-V functional and the def2-TZVPD basis) for a 14-piece molecular cluster, C32H98N6O14 overall.

LUMO = 0.0151 Eh
energy relative to the best compared isomer or geometry (same formula, charge and spin) = 107.2 kcal per mole
electronic energy = -2659.59826 Eh
E_HOMO = -8.5 eV
Kohn-Sham gap = 0.3259 hartree

ORCA input file:
```
! RIJCOSX wB97M-V def2-TZVPD def2/J DEFGRID3
* xyz 0 1
C -0.075 -4.072 -3.185
O -0.352 -4.482 -4.553
H -0.794 -3.303 -2.901
H -0.185 -4.906 -2.492
H 0.924 -3.643 -3.111
H -0.397 -3.747 -5.169
C 1.385 4.476 -3.246
O 1.174 3.704 -2.095
H 1.960 3.877 -3.953
H 0.422 4.734 -3.686
H 1.916 5.408 -3.054
H 0.435 3.129 -2.305
C -1.665 -2.692 0.219
O -0.356 -2.657 -0.331
H -1.670 -2.382 1.264
H -2.367 -2.050 -0.312
H -2.114 -3.685 0.249
H -0.108 -1.730 -0.363
C -2.440 2.511 3.369
O -3.307 1.434 3.405
H -2.810 3.325 3.992
H -1.469 2.193 3.750
H -2.404 2.956 2.374
H -3.499 1.051 4.265
C 1.442 -2.945 2.343
O 2.782 -2.547 2.561
H 0.806 -3.171 3.199
H 0.963 -2.117 1.820
H 1.375 -3.761 1.624
H 3.317 -2.473 1.767
C 3.728 0.516 2.577
O 3.887 1.710 1.796
H 4.109 -0.366 2.063
H 4.299 0.619 3.500
H 2.669 0.358 2.784
H 4.317 2.282 2.436
C -5.099 -3.870 0.809
O -4.522 -2.766 1.495
H -5.109 -4.775 1.417
H -6.101 -3.599 0.477
H -4.483 -4.133 -0.050
H -4.183 -3.017 2.357
C -0.421 0.772 0.786
O -0.088 0.075 -0.385
H 0.403 0.754 1.499
H -0.579 1.827 0.562
H -1.241 0.232 1.260
H 0.750 0.468 -0.640
C -2.085 -2.088 4.193
C -3.433 -2.528 4.745
C -4.563 -1.466 4.743
O -4.273 -0.196 5.300
C -4.112 -0.253 6.681
N -3.754 -3.734 4.005
H -1.443 -1.465 4.817
H -2.148 -1.639 3.202
H -1.402 -2.936 4.144
H -3.303 -2.849 5.778
H -5.446 -1.904 5.208
H -4.717 -1.299 3.677
H -3.808 0.724 7.057
H -3.301 -0.919 6.977
H -4.973 -0.688 7.189
H -3.157 -4.487 4.317
H -4.694 -3.985 4.275
C -0.955 5.423 0.352
C 0.529 5.650 0.967
C 1.165 4.440 1.664
O 0.419 4.123 2.813
C 1.060 3.297 3.693
N 1.495 6.217 -0.025
H -0.771 4.813 -0.532
H -1.382 6.335 -0.065
H -1.648 4.957 1.053
H 0.340 6.379 1.755
H 2.196 4.587 1.986
H 1.264 3.565 1.020
H 0.353 3.177 4.514
H 1.979 3.679 4.136
H 1.300 2.315 3.285
H 1.035 6.721 -0.769
H 1.633 5.346 -0.518
C 2.707 0.228 -2.718
C 3.192 0.116 -1.339
C 4.733 0.306 -1.233
O 5.385 -0.797 -1.900
C 6.796 -0.852 -1.662
N 2.472 1.086 -0.539
H 3.183 -0.500 -3.374
H 2.764 1.244 -3.107
H 1.648 -0.030 -2.762
H 2.934 -0.837 -0.879
H 4.980 0.289 -0.172
H 5.021 1.214 -1.762
H 7.285 0.113 -1.797
H 7.275 -1.560 -2.338
H 7.027 -1.130 -0.634
H 2.448 2.010 -0.947
H 3.022 1.192 0.302
C -4.893 -0.079 -1.264
C -4.057 0.714 -0.269
C -3.965 2.230 -0.598
O -3.228 2.501 -1.807
C -3.191 3.912 -2.131
N -4.711 0.609 1.012
H -4.383 0.015 -2.223
H -5.885 0.349 -1.403
H -4.937 -1.148 -1.056
H -3.061 0.299 -0.116
H -3.549 2.765 0.256
H -4.965 2.658 -0.667
H -3.871 4.012 -2.978
H -2.211 4.180 -2.525
H -3.437 4.517 -1.259
H -4.745 -0.332 1.377
H -4.112 1.010 1.720
C -2.098 0.321 -3.974
C -0.836 1.267 -4.043
C -0.976 2.394 -5.092
O -1.110 1.839 -6.346
C -0.902 2.621 -7.492
N -0.773 1.719 -2.652
H -2.309 -0.201 -4.907
H -3.044 0.824 -3.773
H -1.938 -0.507 -3.283
H -0.006 0.607 -4.296
H -0.074 3.003 -5.034
H -1.867 2.977 -4.857
H 0.081 3.076 -7.610
H -1.509 3.527 -7.498
H -1.191 2.083 -8.395
H -1.618 2.193 -2.367
H -0.650 0.936 -2.026
C 3.236 -3.876 -0.941
C 4.608 -3.986 -0.086
C 5.733 -4.442 -0.981
O 5.626 -5.866 -1.293
C 5.609 -6.777 -0.209
N 4.871 -2.664 0.395
H 3.097 -4.834 -1.441
H 3.126 -3.084 -1.682
H 2.417 -3.806 -0.226
H 4.456 -4.613 0.793
H 6.715 -4.271 -0.540
H 5.667 -3.806 -1.864
H 5.571 -7.827 -0.497
H 4.698 -6.594 0.362
H 6.514 -6.649 0.385
H 5.775 -2.655 0.846
H 4.807 -2.059 -0.412
*
```

---

Density functional theory data (the ωB97M-V functional and the def2-TZVPD basis) for a 2-piece molecular cluster, C33H16BF15 overall.

LUMO = -0.0633 Eh
electronic energy = -2789.86269 Eh
structure (SMILES) = Fc1c(F)c(F)c(B(c2c(F)c(F)c(F)c(F)c2F)c2c(F)c(F)c(F)c(F)c2F)c(F)c1F.Cc1ccc(Cc2ccc(C)cc2)cc1
E_HOMO = -8.4 eV
Kohn-Sham gap = 0.2437 hartree

ORCA input file:
```
! RIJCOSX wB97M-V def2-TZVPD def2/J DEFGRID3
* xyz 0 1
F 0.138 -0.091 6.121
C -0.355 -0.242 4.879
C -0.738 -1.505 4.426
F -0.524 -2.574 5.209
C -1.324 -1.638 3.173
F -1.535 -2.893 2.702
C -1.643 -0.532 2.360
B -2.567 -0.655 1.132
C -2.700 -1.939 0.249
C -1.814 -2.466 -0.702
F -0.717 -1.776 -1.099
C -2.006 -3.697 -1.327
F -1.110 -4.226 -2.189
C -3.149 -4.432 -1.061
F -3.348 -5.645 -1.600
C -4.111 -3.900 -0.220
F -5.237 -4.585 0.018
C -3.882 -2.676 0.386
F -4.866 -2.160 1.157
C -3.323 0.612 0.599
C -3.265 1.105 -0.718
F -2.293 0.686 -1.573
C -4.133 2.092 -1.196
F -4.078 2.530 -2.471
C -5.072 2.652 -0.343
F -5.902 3.624 -0.757
C -5.096 2.260 0.990
F -5.952 2.844 1.839
C -4.221 1.281 1.440
F -4.228 0.960 2.758
C -1.037 0.680 2.766
F -0.900 1.710 1.887
C -0.427 0.845 4.011
F 0.125 2.024 4.374
C 2.459 5.902 0.524
C 2.379 4.546 -0.133
C 1.875 4.421 -1.429
C 1.848 3.199 -2.081
C 2.396 2.046 -1.511
C 2.236 0.733 -2.284
C 3.060 -0.519 -2.189
C 2.583 -1.620 -2.914
C 3.015 -2.912 -2.678
C 3.965 -3.152 -1.684
C 4.416 -4.552 -1.410
C 4.476 -2.064 -0.976
C 4.052 -0.756 -1.247
C 2.755 2.131 -0.161
C 2.832 3.374 0.482
H 2.982 5.826 1.482
H 2.986 6.652 -0.086
H 1.456 6.309 0.714
H 1.433 5.287 -1.903
H 1.401 3.095 -3.063
H 1.813 0.863 -3.319
H 1.358 0.376 -1.791
H 1.745 -1.454 -3.591
H 2.498 -3.758 -3.115
H 5.074 -4.578 -0.530
H 3.573 -5.246 -1.244
H 4.982 -4.940 -2.275
H 5.042 -2.287 -0.079
H 4.464 0.079 -0.673
H 2.967 1.244 0.430
H 3.170 3.480 1.512
*
```

---

> What is the formula in the third record?

C33H16BF15

---

> Look up the electronic energy of the second one.

-2659.59826 Eh